A 3-piece molecular cluster, C24H43N5O3 overall. Source: the OMol25 dataset; level of theory: wB97M-V/def2-TZVPD.

Atoms and positions in Å:
C  7.007  -1.461  4.171
C  5.845  -0.529  3.707
O  5.250  -0.996  2.516
C  4.766  0.044  1.686
C  3.307  0.459  2.030
C  2.842  1.760  1.297
C  2.830  1.373  -0.175
N  2.961  1.060  -1.284
C  3.826  2.964  1.378
C  3.964  3.678  2.757
N  5.143  4.588  2.592
N  4.289  2.843  3.895
N  2.796  4.545  3.035
C  1.328  2.153  1.662
C  0.421  1.641  0.560
N  -0.263  1.269  -0.300
C  0.816  1.498  2.947
C  0.881  2.113  4.194
C  0.420  1.502  5.355
C  -0.149  0.236  5.329
C  -0.258  -0.375  4.079
C  0.214  0.234  2.926
H  6.854  -2.487  3.817
H  7.061  -1.397  5.270
H  7.961  -1.035  3.820
H  5.105  -0.523  4.535
H  6.272  0.487  3.641
H  4.766  -0.345  0.654
H  5.488  0.879  1.706
H  2.657  -0.349  1.662
H  3.241  0.530  3.122
H  3.427  3.731  0.683
H  4.834  2.733  1.011
H  5.013  5.092  1.717
H  5.068  5.282  3.330
H  3.470  2.387  4.287
H  4.928  2.129  3.563
H  2.861  5.350  2.424
H  2.874  4.849  4.002
H  1.185  3.242  1.639
H  1.305  3.112  4.291
H  0.536  2.039  6.299
H  -0.482  -0.229  6.255
H  -0.735  -1.358  4.063
H  0.076  -0.333  2.001
C  -2.486  -1.571  -5.531
C  -2.388  -2.705  -4.524
O  -1.185  -2.702  -3.781
C  -0.935  -1.545  -2.997
C  -2.000  -1.273  -1.949
H  -1.647  -1.606  -6.228
H  -3.417  -1.646  -6.098
H  -2.469  -0.593  -5.048
H  -2.417  -3.655  -5.060
H  -3.251  -2.704  -3.848
H  -0.792  -0.673  -3.644
H  0.019  -1.716  -2.497
H  -2.978  -1.087  -2.397
H  -1.731  -0.398  -1.357
H  -2.104  -2.130  -1.280
C  -8.221  -1.245  -3.716
C  -8.641  -2.621  -4.206
O  -8.433  -2.822  -5.592
C  -7.097  -2.708  -6.048
C  -6.142  -3.695  -5.399
H  -8.754  -0.466  -4.265
H  -8.440  -1.138  -2.653
H  -7.153  -1.070  -3.855
H  -9.711  -2.746  -4.038
H  -8.144  -3.409  -3.629
H  -6.740  -1.679  -5.922
H  -7.125  -2.894  -7.122
H  -6.071  -3.547  -4.320
H  -5.141  -3.584  -5.818
H  -6.480  -4.719  -5.567

Results
F_max	1.9	eV Å⁻¹
SMILES	CCOCC[C@](C#N)(CC(N)(N)N)[C@@H](C#N)c1ccccc1.CCOCC.CCOCC
E_tot	-1439.69504	a.u.

---

A 9-piece molecular cluster, C9H36N6O9 overall. Source: the OMol25 dataset; level of theory: wB97M-V/def2-TZVPD.

Atoms and positions in Å:
N  -5.109  21.968  -9.370
C  -6.383  22.358  -9.474
N  -6.764  22.859  -8.355
O  -7.051  22.280  -10.486
H  -4.647  22.292  -8.532
H  -4.604  21.772  -10.223
H  -6.089  22.913  -7.606
H  -7.610  23.410  -8.396
N  -7.578  15.233  -7.491
C  -6.935  14.197  -7.165
N  -7.762  13.285  -6.741
O  -5.728  14.132  -7.095
H  -6.989  16.041  -7.637
H  -8.505  15.167  -7.886
H  -7.247  12.465  -6.453
H  -8.720  13.502  -6.508
N  -11.738  5.933  -8.167
C  -11.415  4.856  -7.541
N  -11.318  3.852  -8.362
O  -11.184  4.819  -6.382
H  -11.841  6.835  -7.725
H  -11.748  5.889  -9.176
H  -11.467  3.897  -9.360
H  -10.835  3.052  -7.978
C  -12.320  18.948  -9.295
O  -12.686  17.569  -8.948
H  -11.539  19.307  -8.625
H  -11.911  18.965  -10.305
H  -13.146  19.645  -9.153
H  -13.096  17.701  -8.090
C  -6.339  16.186  -14.628
O  -5.651  15.102  -15.402
H  -6.377  16.020  -13.552
H  -5.688  17.045  -14.790
H  -7.328  16.390  -15.040
H  -6.304  14.470  -15.712
C  -0.235  17.499  -4.812
O  0.595  18.478  -5.406
H  -0.525  17.889  -3.836
H  -1.123  17.481  -5.444
H  0.088  16.460  -4.764
H  0.277  19.355  -5.179
C  -13.322  12.035  -2.881
O  -13.602  12.290  -4.266
H  -13.610  11.013  -2.635
H  -12.258  12.067  -2.648
H  -13.980  12.601  -2.221
H  -14.013  13.158  -4.266
C  -6.941  8.699  -2.532
O  -6.711  8.272  -3.809
H  -5.994  9.104  -2.174
H  -7.620  9.543  -2.411
H  -7.290  7.923  -1.851
H  -7.482  7.743  -4.029
C  -9.149  10.240  -12.269
O  -8.163  9.778  -13.149
H  -8.948  10.040  -11.216
H  -9.236  11.317  -12.414
H  -10.099  9.773  -12.529
H  -8.203  10.248  -13.985

Results
F_max	7.3	eV Å⁻¹
SMILES	NC(N)=O.NC(N)=O.NC(N)=O.CO.CO.CO.CO.CO.CO
energy above the lowest of the compared OMol25 structures with the same formula, charge and spin	100.9	kcal/mol

---

C12H42N2O10 as an isolated structure. Source: the OMol25 dataset; level of theory: wB97M-V/def2-TZVPD.

Atoms and positions in Å:
C  -8.660  14.290  -4.888
O  -8.658  14.124  -6.286
C  -8.775  12.700  -6.594
C  -8.703  12.515  -8.205
N  -7.546  13.267  -8.760
C  -7.373  13.250  -10.182
C  -6.200  14.069  -10.706
O  -6.239  15.339  -10.230
C  -5.309  16.202  -10.966
H  -8.168  13.451  -4.394
H  -9.657  14.432  -4.471
H  -8.143  15.213  -4.627
H  -9.706  12.415  -6.105
H  -7.967  12.288  -5.988
H  -9.557  12.930  -8.741
H  -8.619  11.464  -8.482
H  -7.356  14.159  -8.327
H  -8.234  13.587  -10.758
H  -7.234  12.222  -10.515
H  -6.289  14.104  -11.791
H  -5.282  13.486  -10.636
H  -5.649  16.324  -11.994
H  -4.311  15.763  -10.962
H  -5.020  16.990  -10.271
C  -8.788  17.368  -14.682
O  -8.855  16.349  -13.749
C  -7.827  15.377  -13.916
C  -7.383  14.468  -12.710
N  -8.126  13.202  -12.508
C  -9.514  13.442  -12.145
C  -10.100  12.041  -11.709
O  -9.321  11.416  -10.693
C  -8.695  10.206  -11.135
H  -9.428  18.208  -14.413
H  -8.806  17.085  -15.735
H  -7.851  17.923  -14.634
H  -6.974  15.895  -14.354
H  -8.131  14.701  -14.716
H  -7.462  15.004  -11.765
H  -6.342  14.271  -12.965
H  -7.630  12.504  -11.973
H  -9.944  13.729  -13.105
H  -9.604  14.168  -11.338
H  -10.268  11.454  -12.612
H  -11.127  12.220  -11.390
H  -8.031  10.320  -11.992
H  -9.556  9.554  -11.285
H  -8.015  9.927  -10.330
O  -5.930  16.122  -12.909
H  -5.227  16.499  -13.438
H  -6.100  16.779  -12.233
O  -5.813  12.923  -12.938
H  -5.297  12.128  -13.071
H  -6.691  12.694  -13.244
O  -2.952  12.646  -12.319
H  -2.572  13.290  -12.918
H  -3.852  12.945  -12.186
O  -3.683  16.625  -11.246
H  -3.927  16.413  -12.147
H  -2.773  16.338  -11.170
O  -3.739  13.780  -10.314
H  -2.894  13.687  -10.755
H  -4.172  14.498  -10.775
O  -4.599  14.520  -12.405
H  -5.052  15.321  -12.668
H  -5.131  13.812  -12.769

Results
F_max	19.2	eV Å⁻¹
energy above the lowest of the compared OMol25 structures with the same formula, charge and spin	774.1	kcal/mol

---

C10H30MnO10 as an isolated structure. Source: the OMol25 dataset; level of theory: wB97M-V/def2-TZVPD.

Atoms and positions in Å:
Mn  19.454  -6.834  4.956
C  15.678  -6.674  4.567
C  17.104  -6.737  4.156
O  17.737  -5.671  4.092
O  17.723  -7.844  4.086
H  14.976  -6.877  3.758
H  15.601  -5.773  5.176
H  15.338  -7.477  5.219
C  21.773  -8.869  2.169
C  21.047  -7.945  3.105
O  21.239  -8.051  4.343
O  20.244  -7.042  2.753
H  21.320  -9.854  2.272
H  22.853  -8.954  2.293
H  21.742  -8.534  1.132
C  20.055  -3.683  5.248
O  20.523  -4.821  4.555
H  19.458  -4.023  6.094
H  20.895  -3.105  5.633
H  19.394  -3.027  4.682
H  20.885  -4.473  3.736
C  18.375  -4.573  0.962
O  19.367  -5.413  0.513
H  17.968  -3.986  0.138
H  17.493  -5.079  1.356
H  18.677  -3.915  1.776
H  19.568  -5.946  1.286
C  14.133  -8.024  1.233
O  14.274  -8.749  0.056
H  13.142  -7.576  1.315
H  14.123  -8.685  2.100
H  14.960  -7.321  1.331
H  13.769  -8.388  -0.676
C  15.031  -3.573  2.389
O  13.787  -4.184  2.380
H  15.533  -3.580  1.422
H  14.909  -2.524  2.660
H  15.548  -4.248  3.072
H  13.259  -3.924  3.138
C  17.095  -4.129  9.544
O  16.492  -3.966  8.316
H  17.795  -3.305  9.682
H  16.373  -4.066  10.359
H  17.580  -5.098  9.661
H  16.465  -4.761  7.779
C  13.682  -10.257  5.742
O  14.121  -9.626  4.562
H  13.453  -9.626  6.601
H  12.716  -10.734  5.573
H  14.412  -11.040  5.944
H  13.341  -9.220  4.176

Results
F_max	2.9	eV Å⁻¹
E_tot	-2302.36967	a.u.
spin multiplicity	7
charge	-1